[1]
Entry from OMol25: a 2-piece molecular cluster, C3H12N2O2 overall at a distorted geometry (the ωB97M-V functional and the def2-TZVPD basis).

The value obtained for the orbital gap is 10.111 eV. The electronic energy is -381.40643 Eh. As for the total charge: 0.

CARTESIAN COORDINATES (ANGSTROEM)
C1 -0.1496 -0.5037 0.4021
N1 -0.3546 0.0668 -0.9718
C2 -0.9043 -1.0101 -1.8704
O1 -0.0588 -1.1034 -2.9880
C3 -0.1211 0.6983 1.4518
N2 -1.3733 1.5175 1.4243
H1 0.8564 -1.0177 0.1388
H2 -1.0106 -1.1153 0.7472
H3 -0.9689 0.8666 -0.9462
H4 -0.8537 -1.9877 -1.3754
H5 -1.7513 -0.7312 -2.5091
H6 0.8905 -0.8359 -2.7292
H7 -0.1014 0.0575 2.4030
H8 0.7694 1.3793 1.2714
H9 -1.1857 2.5013 1.1689
H10 -1.8424 1.4185 2.3268
H11 3.2903 0.2842 0.3276
H12 2.0583 -0.3326 0.6125
O2 2.8110 -0.1522 1.1157

[2]
Entry from OMol25: a 3-piece molecular cluster, C3H12N2O2 overall at a distorted geometry (the ωB97M-V functional and the def2-TZVPD basis).

The value obtained for the orbital gap is 9.374 eV. The electronic energy is -381.44785 Eh. As for the total charge: 0.

CARTESIAN COORDINATES (ANGSTROEM)
C1 1.1726 -1.2889 0.6732
C2 0.8323 0.2309 0.8476
N1 -1.0974 0.2756 -1.3825
C3 0.0846 0.9452 -1.3203
N2 1.0749 0.8345 -0.5220
H1 0.6539 -1.7312 -0.1608
H2 2.2607 -1.3291 0.7859
H3 0.9379 -1.7881 1.6238
H4 -0.1591 0.5968 1.0975
H5 1.6522 0.6808 1.3941
H6 -1.6339 -0.3601 -0.8416
H7 -1.5587 0.6431 -2.1997
H8 0.2206 1.5961 -2.1821
H9 -4.7590 -2.7513 0.6424
H10 -3.2185 -2.7072 0.2788
O1 -4.0711 -2.2696 0.1389
H11 2.1639 2.2096 0.0096
H12 2.6988 3.5773 0.4363
O2 2.7452 2.6357 0.6810

[3]
Entry from OMol25: a 3-piece molecular cluster, C3H12N2O2 overall at a distorted geometry (the ωB97M-V functional and the def2-TZVPD basis).

The value obtained for the orbital gap (spin up / spin down) is 10.860 / 7.155 eV. The electronic energy is -381.11605 Eh. Its expectation value of S² is 0.758. The spin multiplicity is 2. As for the total charge: +1.

CARTESIAN COORDINATES (ANGSTROEM)
C1 0.9084 1.5613 2.4782
C2 1.6887 0.8966 1.3756
N1 1.2615 0.8185 -0.0164
C3 0.0144 0.3271 -0.1439
N2 -1.0520 0.3207 0.6023
H1 -0.1011 1.2351 2.4806
H2 1.0256 2.7013 2.4712
H3 1.2434 1.2481 3.4903
H4 2.6871 1.3409 1.2984
H5 1.7469 -0.1380 1.7339
H6 1.5825 1.6570 -0.5814
H7 -0.2841 -0.0982 -1.1125
H8 -1.9284 -0.1973 0.4202
H9 -2.2874 -1.6629 -1.6831
H10 -3.4074 -2.4091 -1.5333
O1 -2.9894 -1.6972 -1.0530
H11 0.7101 -1.5902 -3.5189
H12 -0.5449 -2.6303 -3.3264
O2 -0.2738 -1.6833 -3.3819

[4]
Entry from OMol25: C3H12N2O2Si as an isolated structure at a distorted geometry (the ωB97M-V functional and the def2-TZVPD basis).

The value obtained for the orbital gap (spin up / spin down) is 6.849 / 7.718 eV. The electronic energy is -670.91242 Eh. As for the total charge: 0.

CARTESIAN COORDINATES (ANGSTROEM)
C1 0.8589 -2.1883 -0.3850
C2 -0.7697 2.6521 0.7111
C3 3.0575 1.4129 -0.9097
N1 -2.7625 -1.7642 0.2925
N2 0.1857 -0.9948 -0.2548
O1 -0.7403 1.4966 -0.0189
O2 1.8543 1.4768 -0.4566
Si1 0.6310 0.6169 0.2687
H1 1.0507 -2.5382 -1.3965
H2 1.9172 -2.0968 -0.0817
H3 0.3580 -2.8923 0.3991
H4 -1.6828 2.6348 1.2849
H5 -0.9843 3.4145 -0.1032
H6 0.1978 2.7094 1.2344
H7 3.6278 2.3284 -0.7665
H8 3.4258 0.4510 -0.9732
H9 -3.2162 -0.9708 0.6924
H10 -3.3647 -2.0635 -0.4962
H11 -2.8505 -2.5228 0.9436
H12 -0.7938 -1.1616 0.0154

[5]
Entry from OMol25: a 2-piece molecular cluster, C3H12N2O3 overall at a distorted geometry (the ωB97M-V functional and the def2-TZVPD basis).

The value obtained for the orbital gap is 9.384 eV. The electronic energy is -456.70693 Eh. As for the total charge: 0.

CARTESIAN COORDINATES (ANGSTROEM)
C1 1.1134 0.4156 0.6691
C2 -0.0166 1.4984 -0.0312
N1 -0.8944 2.0578 0.9786
O1 1.9380 1.1827 1.4898
O2 0.5390 -0.5339 1.4022
O3 1.8402 -0.0855 -0.4335
H1 2.4437 1.7829 0.9327
H2 -0.2711 -1.0690 0.7454
H3 2.4117 -0.7912 -0.1003
H4 -1.4058 1.3077 1.4316
H5 -0.3246 2.4700 1.7116
H6 0.6218 2.2963 -0.4182
H7 -0.5602 1.2086 -0.9342
C3 -0.7752 -1.9677 -1.4828
N2 -1.2586 -1.3287 -0.2583
H8 -2.0840 -1.7924 0.1083
H9 -1.3891 -0.2770 -0.4158
H10 0.0806 -1.4095 -1.8553
H11 -0.4749 -2.9859 -1.2619
H12 -1.5340 -1.9793 -2.2778

[6]
Entry from OMol25: a 2-piece molecular cluster, C3H12N2O3PS overall at a distorted geometry (the ωB97M-V functional and the def2-TZVPD basis).

The value obtained for the orbital gap is 10.098 eV. The electronic energy is -1196.08358 Eh. As for the total charge: +1.

CARTESIAN COORDINATES (ANGSTROEM)
C1 -1.7722 2.5646 0.4397
C2 -2.9062 -0.9934 -0.6773
C3 0.9527 0.0337 -0.1900
N1 1.2626 -0.9431 -1.0195
N2 1.8297 0.6750 0.5182
O1 -0.6400 -0.9496 1.6706
O2 -1.1266 1.4466 1.0904
O3 -1.6147 -0.2935 -0.7718
P1 -0.7840 0.0029 0.5613
S1 4.3630 -1.3404 0.0198
H1 -2.0802 3.3779 1.0791
H2 -2.7799 2.2090 0.0876
H3 -1.1623 2.9247 -0.4559
H4 -2.6774 -1.7549 0.0556
H5 -3.2158 -1.4639 -1.6785
H6 -3.6332 -0.3545 -0.2421
H7 2.0823 -1.3173 -1.4977
H8 0.4442 -1.4925 -1.2722
H9 5.3994 -1.7171 0.7395
H10 1.4938 1.3632 1.2321
H11 2.7985 0.4908 0.5323
H12 3.7661 -2.4682 -0.2212

[7]
Entry from OMol25: one molecule with the formula C3H12N2O4P2 at a distorted geometry (the ωB97M-V functional and the def2-TZVPD basis).

The value obtained for the orbital gap is 10.221 eV. The electronic energy is -1214.78850 Eh. As for the total charge: 0.

CARTESIAN COORDINATES (ANGSTROEM)
C1 -1.2522 0.3720 -2.6498
C2 -0.6672 1.3349 0.8703
C3 -1.5649 -0.6623 -1.6196
N1 2.4679 0.8545 0.7518
N2 -0.1654 -0.0307 1.0393
O1 -0.2710 -2.4635 0.0986
O2 1.1593 -0.9198 -1.2758
O3 1.2995 0.6193 3.0858
O4 1.7126 -1.5308 2.0243
P1 -0.1698 -1.1542 -0.6218
P2 1.5243 -0.0358 1.6305
H1 -0.4553 -0.0416 -3.3280
H2 -1.9484 0.3534 -3.4474
H3 -1.0007 1.3217 -2.3076
H4 0.2957 1.8290 0.3631
H5 -1.5111 1.4953 0.2339
H6 -0.9424 1.7975 1.8558
H7 -1.6343 -1.6234 -2.0328
H8 -2.4448 -0.4890 -1.0007
H9 -0.7429 -0.5072 1.8164
H10 2.8910 0.4012 0.0429
H11 1.9743 1.2890 3.0741
H12 1.4458 -2.2095 1.3965

[8]
Entry from OMol25: a 2-piece molecular cluster, C3H12N2OS overall at a distorted geometry (the ωB97M-V functional and the def2-TZVPD basis).

The value obtained for the orbital gap (spin up / spin down) is 1.967 / 8.989 eV. The electronic energy is -704.37765 Eh. Its expectation value of S² is 0.750. The spin multiplicity is 2. As for the total charge: -1.

CARTESIAN COORDINATES (ANGSTROEM)
C1 0.3596 0.4567 -0.8187
C2 -0.4600 1.7183 -0.8700
S1 -0.6002 2.4211 -2.5456
N1 0.6328 0.0420 0.5630
C3 1.3636 -1.1974 0.6164
N2 0.4357 -2.3373 0.5721
H1 -0.1834 -0.3659 -1.3017
H2 1.2839 0.5029 -1.4025
H3 -0.0524 2.5228 -0.2518
H4 -1.4629 1.5536 -0.4814
H5 -1.6785 1.7145 -2.9078
H6 1.1897 0.8178 0.9508
H7 1.9781 -1.3287 -0.2855
H8 2.0386 -1.1976 1.4736
H9 0.7361 -3.1530 1.0858
H10 -0.4903 -2.0385 0.8486
H11 -1.0551 -0.0195 1.0960
H12 -2.0564 -0.2940 2.2460
O1 -1.9790 0.1822 1.4126

[9]
Entry from OMol25: a 2-piece molecular cluster, C3H12N2OS overall at a distorted geometry (the ωB97M-V functional and the def2-TZVPD basis).

The value obtained for the orbital gap is 9.594 eV. The electronic energy is -704.42082 Eh. As for the total charge: 0.

CARTESIAN COORDINATES (ANGSTROEM)
N1 0.3116 1.1283 2.1716
C1 0.6144 0.3716 0.9334
C2 0.5249 1.3405 -0.2725
S1 -1.2124 1.7141 -0.6447
C3 1.9924 -0.1969 1.0474
N2 2.2592 -0.8379 2.3249
H1 0.7370 0.6245 2.9365
H2 -1.1565 3.0280 -0.4031
H3 -0.6742 1.2930 2.2895
H4 -0.1935 -0.3689 0.7924
H5 1.0488 0.9221 -1.1296
H6 0.9924 2.2553 0.0939
H7 2.2518 -0.8737 0.2155
H8 2.7296 0.5900 0.9118
H9 1.8520 -1.7548 2.4120
H10 3.2121 -0.8206 2.6421
H11 -1.9488 -4.6599 -4.3031
H12 -2.7631 -3.3942 -4.1652
O1 -2.8595 -4.3477 -4.2598

[10]
Entry from OMol25: a 2-piece molecular cluster, C3H12N2S overall at a distorted geometry (the ωB97M-V functional and the def2-TZVPD basis).

The value obtained for the orbital gap is 9.262 eV. The electronic energy is -629.16325 Eh. As for the total charge: 0.

CARTESIAN COORDINATES (ANGSTROEM)
C1 0.6134 -1.0782 -3.0128
S1 0.0269 -2.2448 -1.7437
C2 0.7073 -1.4079 -0.2625
H1 0.1327 -1.3521 -3.9481
H2 1.6812 -1.2628 -3.1400
H3 0.4253 -0.0540 -2.7038
H4 1.6833 -1.0419 -0.5504
H5 0.0597 -0.5719 -0.0485
H6 0.8710 -2.1773 0.4834
N1 -0.1987 0.5189 2.5500
C3 -0.3962 1.4857 1.5085
N2 -1.7306 1.4838 0.9992
H7 -0.9452 0.6092 3.2389
H8 0.6083 0.7527 3.1044
H9 -0.0834 2.4881 1.8500
H10 0.3727 1.3657 0.7377
H11 -1.7607 1.9469 0.1028
H12 -2.0672 0.5400 0.8349

[11]
Entry from OMol25: a 2-piece molecular cluster, C3H12N2S overall at a distorted geometry (the ωB97M-V functional and the def2-TZVPD basis).

The value obtained for the orbital gap is 9.359 eV. The electronic energy is -629.10889 Eh. As for the total charge: 0.

CARTESIAN COORDINATES (ANGSTROEM)
C1 -1.6416 0.2786 -1.4982
S1 -2.4347 -1.2187 -0.8056
C2 -0.9003 -2.1960 -0.9395
H1 -2.2880 0.6418 -2.3484
H2 -0.5571 0.0453 -1.7717
H3 -1.9727 1.1409 -0.8386
H4 -0.8878 -2.7525 0.0478
H5 -0.9410 -3.0803 -1.6480
H6 -0.0580 -1.6953 -1.3321
N1 1.0073 -0.2820 1.5024
C3 1.4470 1.1561 1.7687
N2 1.4423 2.1249 0.6575
H7 0.1019 -0.4359 1.6418
H8 1.2847 -0.7376 0.6678
H9 0.7463 1.6219 2.5835
H10 2.6100 1.0584 2.0630
H11 2.3367 2.3440 0.2370
H12 0.7051 1.9863 0.0126

[12]
Entry from OMol25: a 2-piece molecular cluster, C3H12N2S overall at a distorted geometry (the ωB97M-V functional and the def2-TZVPD basis).

The value obtained for the orbital gap is 10.185 eV. The electronic energy is -629.13006 Eh. As for the total charge: 0.

CARTESIAN COORDINATES (ANGSTROEM)
C1 3.1999 -0.7261 -3.8019
C2 4.5965 -1.2974 -3.9934
S1 4.5326 -3.1138 -4.6917
H1 2.6687 -1.5403 -3.4157
H2 2.9157 -0.4731 -4.8447
H3 3.2990 0.2665 -3.2792
H4 5.2745 -0.7055 -4.5908
H5 4.9812 -1.5039 -3.0121
H6 3.1503 -3.1786 -4.8481
N1 -3.7910 2.1143 5.1816
C3 -3.4421 1.6496 3.7757
N2 -4.3673 0.6389 3.1162
H7 -4.6545 2.7505 5.2785
H8 -3.8889 1.3786 5.8987
H9 -3.5185 2.5529 3.1412
H10 -2.3891 1.3257 3.7225
H11 -3.8061 -0.0122 2.5133
H12 -4.7608 -0.1261 3.8498

[13]
Entry from OMol25: a 2-piece molecular cluster, C3H12N3O overall (the ωB97M-V functional and the def2-TZVPD basis).

The value obtained for the orbital gap is 11.344 eV. The electronic energy is -360.80161 Eh. As for the total charge: +1.

CARTESIAN COORDINATES (ANGSTROEM)
C1 2.2269 -1.5646 1.6851
C2 -2.7128 0.6964 -1.7618
C3 1.1185 0.4415 0.8300
N1 0.1867 1.0221 0.1100
N2 1.2171 -0.8745 0.9076
N3 -1.5620 -0.1656 -1.4591
O1 2.0099 1.1359 1.5119
H1 2.9907 -0.8545 1.9939
H2 1.7820 -2.0145 2.5724
H3 2.6859 -2.3439 1.0805
H4 -2.3485 1.6257 -2.1963
H5 -3.4076 0.2347 -2.4635
H6 -3.2428 0.9155 -0.8385
H7 0.5335 -1.4360 0.4240
H8 -0.5436 0.4948 -0.5118
H9 0.1228 2.0270 0.1033
H10 -1.9036 -1.0425 -1.0718
H11 -1.0817 -0.3925 -2.3269
H12 1.9285 2.0950 1.4111

Sequential relative energy (zero: lowest compared OMol25 entry of this formula, charge and spin) output: 284.82, 176.09, 253.77, 205.65, 166.04, 0.00, 88.37, 44.79, 45.74, 42.66, 185.38, 129.81, 86.97 kJ/mol